[1]
# C18H41N2P3RhS2

A molecular structure, C18H41N2P3RhS2 (ωB97M-V/def2-TZVPD, OMol25).

Structure (XYZ):
```
67
Properties=species:S:1:pos:R:3:forces:R:3
Rh -0.183049 0.634713 -0.276544 0.813 -2.156 0.445
H -3.444779 1.475421 -1.010969 0.172 0.192 0.040
H -1.855075 1.553942 2.663523 -0.254 0.026 -0.204
H 2.356452 2.680021 -2.534929 -0.004 0.185 0.290
H -3.935760 -2.667629 0.489194 0.233 0.358 0.031
P -1.600980 2.220074 0.358541 -1.093 1.344 0.417
H -2.171019 -4.094203 1.677234 0.198 0.493 -0.073
C -0.090030 -0.240122 -5.145037 -0.100 0.854 -1.171
P 1.869845 1.691417 -0.349480 2.148 1.684 0.061
P -1.929473 -1.728716 1.411209 -0.612 0.683 0.868
H 0.956713 3.453021 -1.781760 0.517 0.005 0.060
H 2.852323 -0.450862 -0.892431 0.299 0.138 -0.026
C -0.844618 3.825488 0.683382 0.018 0.278 -0.064
C -1.320898 -3.406104 1.513888 0.750 -0.355 -0.197
H -0.621795 -3.503426 2.352907 -0.143 0.070 -0.194
C 1.863419 -3.196625 -0.014825 -1.506 0.218 -0.747
H -3.032765 2.793921 2.207109 -0.090 0.051 -0.035
H -0.305106 3.794369 1.635286 -0.149 -0.003 -0.088
H 2.153934 -2.369910 -0.678429 0.756 -0.926 0.129
H -3.984272 -0.865195 0.446803 0.222 -0.370 -0.035
C 1.117285 -1.656135 -3.628498 1.024 -0.403 0.006
H 0.817014 -1.853512 4.402516 -0.510 0.658 0.282
H 0.180986 -0.592608 -7.257885 0.038 -0.139 0.411
H -0.796386 -3.695021 0.599601 -0.151 -0.023 0.155
C 0.615345 -0.060038 3.513690 -0.600 0.663 0.900
H 3.364702 -3.149924 1.456712 -0.563 0.534 0.263
C 0.331538 -0.490716 -3.810573 -0.858 0.522 0.569
C 2.580393 2.548962 1.135774 -0.202 -0.281 -0.028
H -1.732951 -1.370534 3.772705 -0.441 -0.109 -0.213
H 1.348025 -1.993110 -2.617844 0.034 0.061 -0.310
C -2.570255 -1.385533 3.061135 -0.052 0.107 0.039
H 2.830589 1.783605 1.891518 -0.116 0.494 -0.248
H -3.005528 -1.772543 -0.750700 -0.193 -0.042 0.303
H 0.977602 -3.754226 -0.363324 0.241 0.546 0.220
S 1.338323 -0.596643 2.062290 -0.501 0.247 0.199
C -2.842719 2.392557 -0.953841 -0.122 0.083 -0.235
C 1.967722 3.057501 -1.579715 -0.472 -0.044 -0.084
C 0.463485 -0.893947 -6.246003 -0.271 0.384 0.582
H 3.696277 0.863594 -1.763885 -0.135 -0.085 0.322
H 0.179446 -0.646477 5.468086 0.063 -0.025 -0.250
C 2.340752 -3.429750 1.190723 0.842 -0.389 0.406
H -1.617808 4.595129 0.748244 0.044 -0.007 0.037
H -0.030898 1.466348 4.709154 0.023 0.044 -0.450
C 1.656557 -2.341058 -4.732313 -0.270 0.252 1.505
H 2.287921 -3.217952 -4.583602 -0.182 0.291 0.143
H 1.863505 3.288350 1.534323 0.416 -0.272 -0.107
C -3.349214 -1.753614 0.296378 0.135 0.383 -0.580
H -3.287697 -2.178676 3.320415 0.201 0.231 -0.013
H 1.780695 -3.999417 1.942213 0.473 -0.336 -0.565
H -3.298639 1.126295 1.677097 0.099 0.132 0.029
H -0.935791 -0.548623 1.214871 -1.276 -1.917 -0.122
H -3.075309 -0.414721 3.067917 0.037 -0.315 0.135
H 1.881300 -2.395807 -6.894046 -0.169 0.139 0.422
H 0.484527 1.987246 3.148816 0.150 -0.523 0.120
H 4.005175 0.596121 -0.011632 -0.193 -0.091 -0.322
H -3.512896 3.237547 -0.766120 0.098 -0.047 0.027
S -0.240678 0.737031 -2.599347 0.761 -2.119 -2.217
H -0.132039 4.108276 -0.093412 -0.149 -0.023 0.043
N 0.207892 1.215331 3.748160 0.315 -0.574 0.319
N 0.319401 -0.956074 4.508028 1.370 -0.110 -0.915
H 3.504149 3.074295 0.821361 -0.489 -0.272 0.188
C 3.245191 0.567575 -0.806406 -0.056 -0.186 0.045
H -2.348369 2.528392 -1.923234 -0.149 0.073 0.213
H 2.613509 3.850326 -1.168510 -0.240 -0.267 -0.395
C 1.401169 -1.913715 -6.035210 -0.384 0.218 -0.613
C -2.534821 1.884345 1.869831 -0.095 -0.034 0.187
H -0.821541 0.551973 -5.330133 0.300 -0.200 0.091
```
Positions in Å, forces in eV/Å.

multiplicity: 5
orbital gap (alpha / beta): 7.558 / 5.253 eV
net charge: +3
E: -74828.6798 eV
relative energy (zero: lowest compared OMol25 entry of this formula, charge and spin): 25.6 kcal/mol

[2]
# C18H41O16V

A molecular structure, C18H41O16V (ωB97M-V/def2-TZVPD, OMol25).

Structure (XYZ):
```
76
Properties=species:S:1:pos:R:3:forces:R:3
H -0.633414 -5.581991 -1.816497 0.304 -0.643 -0.287
H 5.341298 -0.969034 -1.092782 0.641 -0.007 0.544
C 2.343599 5.506145 0.289317 1.595 -0.291 -0.536
O -2.443149 3.052993 2.716309 -2.401 3.084 1.288
O 1.415295 -1.411066 5.161836 1.774 -1.528 1.094
C -0.442922 1.818747 -1.934417 -0.022 0.963 -0.483
H -4.848991 1.090869 -0.079541 0.185 -0.110 0.087
H -0.469695 2.635530 -4.384169 -0.142 0.029 -0.331
H -6.100492 -1.131746 0.528878 -0.450 -0.409 -0.250
H -3.613587 3.060127 0.828549 -0.162 0.220 0.211
O 0.440514 4.813586 1.494542 -0.548 -0.003 0.381
H -1.278315 4.018148 -3.583405 0.425 0.092 0.036
H 3.675363 -1.150023 -1.054633 -0.387 0.106 0.377
V 0.063280 -0.610043 1.499725 -0.180 -1.465 1.754
H 2.698777 5.850722 1.260506 0.163 -0.149 0.004
C -2.167178 2.371816 1.767501 3.617 -3.008 2.325
O -1.293820 -2.218719 2.518017 -3.084 3.131 -4.658
O -1.174769 1.584233 1.848129 -0.181 -0.471 -2.110
H -5.482963 -0.607065 -2.473402 0.237 0.127 0.303
H 0.751837 4.485659 -0.510572 -0.454 -0.431 -0.221
H 3.686520 -0.171216 1.587000 -0.859 -0.615 -0.292
C 1.784601 3.056838 0.662594 0.605 -0.889 0.137
O 1.562671 -0.182416 1.074550 -0.300 -0.057 0.050
H -3.300101 -0.474059 -0.656378 -0.454 0.663 -0.424
O 1.740113 -4.008402 -0.120785 2.705 -0.414 0.358
H 2.466502 2.958066 1.507192 0.180 0.321 0.077
H 2.134193 6.372916 -0.337539 -0.791 0.143 0.161
H 0.054591 1.108349 -2.594652 0.324 -0.712 1.004
C -0.015849 -5.329787 -0.954451 -0.446 0.836 -0.134
C 5.734175 -2.581901 1.302033 -0.319 0.579 0.955
H 5.664212 -3.657512 1.139987 0.257 0.127 -0.570
C -0.364167 -3.082710 2.572828 -1.486 3.629 7.215
H 6.594815 -2.047947 0.899151 0.470 -0.575 -0.118
H 3.595827 -2.262689 1.110403 -0.027 -0.616 -0.309
H -0.083606 5.561545 1.198836 -0.145 -0.017 0.094
C 1.295944 4.437386 0.432685 -1.057 1.202 -0.064
H -3.726613 -1.899010 0.050413 -0.007 -0.241 0.700
H -0.341841 -2.522435 -1.411146 -0.079 -0.331 0.278
C -5.547289 -0.709848 -0.310212 3.956 0.945 1.418
H -6.955001 -1.292317 -1.795867 -0.178 -0.018 -0.091
C -5.877229 -1.210006 -1.655410 -0.496 -1.372 -0.589
H 4.594223 -2.531768 -1.324605 0.261 -0.538 0.391
O 0.529159 -0.132256 3.645098 -0.770 0.883 -4.843
C 0.876951 -0.378846 4.772393 -1.537 -0.404 1.262
H 0.227573 2.674994 -1.861083 0.055 0.511 -0.576
O -2.567153 2.974235 -1.916892 -0.155 0.559 -0.309
O -0.367194 -3.610753 3.677305 -0.229 -6.404 2.245
C 0.563050 -2.945025 -1.847837 -0.067 0.724 -0.392
H 0.448927 -2.938934 -2.931829 -0.110 -0.220 -0.240
H -3.757696 -0.384467 1.012809 -0.257 -0.260 0.105
C -1.697914 2.182571 -2.700733 -0.433 0.222 0.829
O -2.972936 2.363786 0.666459 -0.479 -0.216 -1.387
H 1.342075 -2.220879 -1.609466 0.040 0.150 -0.088
O 4.535340 -0.557875 1.359832 1.741 2.306 1.125
O 0.750315 -2.703208 2.190739 4.902 1.676 -6.461
O 0.483156 0.404805 5.681983 0.272 1.189 2.024
O -5.681513 0.660158 -0.286931 -2.000 2.789 -0.109
O -0.780093 -0.510352 0.157708 0.183 -0.650 -0.003
H 1.242436 -3.801497 0.673641 -0.846 0.771 0.699
H 0.360713 -6.151509 -0.345283 0.509 -0.424 -0.783
C 4.580146 -1.641094 -0.696434 -0.992 0.206 -1.668
C -1.386467 2.983236 -3.908009 -0.034 0.869 -0.698
H -0.773613 -4.976928 -0.254896 0.080 0.960 0.101
H -2.290325 1.325934 -3.022167 0.313 -0.688 0.149
H -2.248437 3.011214 -4.574580 0.119 -0.224 -0.401
H -0.612050 1.672165 -0.867640 -0.085 -1.443 -0.205
H 1.788651 -4.648035 -2.007549 0.214 -0.313 -0.006
H -5.444136 -2.209220 -1.701205 -0.141 -0.247 -0.432
C -4.025458 -0.850871 0.064719 -0.184 -1.872 -0.643
H 2.309795 2.725598 -0.233259 0.109 -0.188 -0.021
H -2.421276 2.703529 -1.007476 -0.369 -0.135 0.699
C 1.074582 -4.251996 -1.285497 -2.129 -0.792 0.696
H 3.137793 5.022767 -0.279627 0.653 0.083 0.216
H 5.754642 -2.452359 2.384111 0.090 0.006 0.136
H 1.007468 2.326847 0.889047 -0.316 0.290 -0.189
C 4.536125 -1.805701 0.802032 -1.197 -0.999 -0.606
```
Positions in Å, forces in eV/Å.

multiplicity: 2
orbital gap (alpha / beta): 4.467 / 4.464 eV
net charge: -3
E: -77774.3773 eV

[3]
# C18H42

3 unconnected molecules or ions with the total composition C18H42 (ωB97M-V/def2-TZVPD, OMol25).

Structure (XYZ):
```
60
Properties=species:S:1:pos:R:3:forces:R:3
H 2.081000 92.847000 39.460000 1.414 -0.718 -0.574
H 6.157000 90.149000 40.483000 1.187 -0.404 -1.352
C 3.517000 92.254000 49.738000 -0.047 -1.726 -1.536
H 2.344000 88.619000 45.167000 0.297 1.146 -1.129
H 5.168000 91.154000 50.558000 0.614 0.579 0.656
C 3.740000 91.192000 39.501000 4.425 4.609 -3.645
C 2.752000 89.365000 44.397000 4.486 0.246 3.956
H 3.738000 90.712000 51.198000 -3.166 -5.208 1.003
H 2.191000 90.908000 43.138000 2.013 2.868 -1.738
H -0.733000 92.764000 45.849000 -7.833 0.926 -6.013
H 0.083000 93.567000 46.840000 1.063 0.977 0.538
C 1.194000 92.120000 45.507000 -6.694 -1.456 -0.272
H 4.883000 89.316000 40.936000 -2.897 -3.665 -0.530
H 6.772000 92.398000 42.578000 -0.044 -1.118 -0.495
H 0.469000 91.311000 48.132000 0.896 0.080 1.061
H 1.302000 89.612000 43.014000 -0.475 0.578 0.913
C 1.787000 90.274000 43.807000 -2.356 -3.710 -2.059
H 1.379000 94.312000 49.233000 -0.583 -0.510 0.640
H 4.565000 94.232000 50.392000 -2.193 -1.489 -1.682
H 5.186000 92.326000 40.306000 0.371 -0.290 1.240
H 0.309000 90.013000 45.197000 0.091 0.532 0.640
C 5.328000 90.174000 41.141000 1.720 4.979 -3.161
H 2.045000 96.941000 48.084000 1.976 2.339 -0.649
H 2.325000 95.534000 50.123000 0.079 -0.475 -1.110
H 3.034000 93.813000 47.530000 -0.116 0.591 1.534
C 0.766000 90.874000 44.686000 -1.396 0.172 0.173
H -0.039000 91.226000 44.011000 0.169 -0.036 0.360
H 3.825000 91.656000 41.433000 1.027 0.903 0.259
C 1.402000 96.161000 48.194000 -0.992 -2.465 1.001
H 2.553000 92.609000 49.924000 -2.097 -0.454 1.177
H 3.987000 95.200000 48.017000 -0.916 -0.696 0.725
H 7.884000 91.195000 41.645000 -1.727 0.300 1.902
H 3.480000 90.161000 45.060000 -1.440 -2.527 -1.315
H -1.174000 92.103000 48.165000 -0.266 0.241 1.073
C 5.945000 90.285000 42.398000 0.882 0.957 5.054
H 2.736000 92.044000 37.886000 -0.382 0.921 1.487
H 4.083000 92.074000 51.813000 1.097 1.116 0.577
H 5.198000 90.579000 43.159000 0.070 -0.039 -0.047
C 4.209000 91.509000 50.919000 0.962 3.729 -3.302
C -0.396000 91.626000 47.617000 0.206 2.048 -2.476
H -0.808000 90.776000 47.194000 -0.935 -1.944 -0.750
C 3.019000 92.458000 38.929000 -3.354 -3.896 -0.897
H 1.197000 92.824000 44.764000 1.299 2.248 -1.522
H 7.693000 91.217000 43.576000 -1.482 -0.137 -2.608
H 3.071000 90.488000 39.683000 -2.672 -3.685 0.208
C 2.129000 95.069000 49.114000 -2.210 1.409 -0.775
H 3.631000 93.212000 38.663000 2.345 2.738 -0.247
H 0.596000 96.548000 48.793000 -0.600 0.166 0.153
C 4.604000 91.461000 40.656000 -1.865 -0.697 2.106
C 3.283000 94.417000 48.478000 3.269 0.535 -2.323
C -0.039000 92.596000 46.424000 7.772 -2.983 5.601
H 6.291000 89.333000 42.789000 0.312 -0.307 -0.198
H 3.262000 91.550000 48.693000 1.389 1.892 2.819
C 4.138000 93.584000 49.426000 2.986 1.101 1.356
H 5.181000 93.417000 49.133000 -0.153 -0.042 -1.229
C 7.078000 91.316000 42.524000 2.984 0.483 0.855
H 3.491000 88.777000 43.751000 -1.284 1.064 0.489
H 1.949000 91.977000 46.113000 4.440 -0.454 2.505
H 0.971000 95.901000 47.194000 0.658 -0.415 0.913
H 4.608000 91.047000 38.708000 -2.324 -0.924 0.661
```
Positions in Å, forces in eV/Å.

multiplicity: 1
orbital gap: 11.090 eV
SMILES string: CCCCCC.CCCCCC.CCCCCC
E: -19340.2240 eV
relative energy (zero: lowest compared OMol25 entry of this formula, charge and spin): 120.1 kcal/mol

> E of number 1 (C18H41N2P3RhS2)?

-74828.6798 eV

> Which of these has the lowest E?

C18H41O16V